No. 1
2 unconnected molecules or ions with the total composition C4H8NO in a non-equilibrium geometry. Source: the Open Molecules 2025 dataset; level of theory: the ωB97M-V functional and the def2-TZVPD basis.

Results
Kohn-Sham gap   0.398 Ha
Energy relative to the best compared isomer or geometry (same formula, charge and spin)   2.954 eV
Net charge   +1

Structure (XYZ):
```
14
C4H8NO the ωB97M-V functional and the def2-TZVPD basis
C 2.996 0.252 -0.077
C -0.540 -1.304 0.267
C -0.087 -0.293 -0.705
C -2.169 0.887 0.259
N -1.097 0.016 -0.012
O 1.842 0.170 0.247
H 3.781 0.449 0.669
H 3.343 0.140 -1.112
H -1.085 -2.175 -0.076
H 0.009 -1.422 1.195
H 0.392 -0.035 -1.624
H -1.954 1.884 -0.127
H -3.070 0.503 -0.237
H -2.361 0.929 1.332
```

No. 2
2 unconnected molecules or ions with the total composition C4H8NO in a non-equilibrium geometry. Source: the Open Molecules 2025 dataset; level of theory: the ωB97M-V functional and the def2-TZVPD basis.

Results
Kohn-Sham gap (alpha / beta)   0.367 / 0.277 Ha
Energy relative to the best compared isomer or geometry (same formula, charge and spin)   1.403 eV
Multiplicity   3
Net charge   +1

Structure (XYZ):
```
14
C4H8NO the ωB97M-V functional and the def2-TZVPD basis
C 0.653 0.262 1.259
C 0.944 0.098 -1.059
C 3.723 1.456 0.376
C -0.753 -1.188 -0.178
N 0.359 -0.412 -0.011
O 3.939 0.367 0.103
H 1.472 -0.180 1.815
H 1.063 1.269 1.061
H 0.789 -0.028 -2.058
H 1.832 0.736 -1.038
H -0.197 0.345 1.967
H -0.790 -2.098 -0.764
H -1.182 -1.286 0.785
H -1.501 -0.577 -0.727
```

No. 3
A gas-phase ion, C4H8NO2 (charge -1) in a non-equilibrium geometry. Source: the Open Molecules 2025 dataset; level of theory: the ωB97M-V functional and the def2-TZVPD basis.

Results
Kohn-Sham gap   0.244 Ha
SMILES   CC(=O)NCC[O-]
Energy relative to the best compared isomer or geometry (same formula, charge and spin)   1.898 eV
Net charge   -1

Structure (XYZ):
```
15
C4H8NO2 the ωB97M-V functional and the def2-TZVPD basis
C -1.046 1.206 0.763
C 0.314 0.849 1.339
N 1.006 -0.083 0.633
C 0.758 -0.363 -0.799
C -0.325 -1.464 -1.105
O -1.492 -0.990 -1.536
O 0.823 1.467 2.261
H -1.532 0.377 0.247
H -0.858 2.093 0.180
H -1.680 1.433 1.627
H 1.975 -0.125 0.920
H 0.459 0.556 -1.308
H 1.712 -0.697 -1.196
H 0.193 -2.151 -1.845
H -0.307 -2.111 -0.181
```